{
  "formula": "C6H19NO6",
  "method": "wB97M-V/def2-TZVPD",
  "gap_ev": 9.6,
  "energy_ev": -20302.8447,
  "de_lowest_kj_mol": 258.87,
  "lumo_ev": 0.1,
  "charge": 0,
  "smiles": "C=N/C=C/CCC=O.O.O.O.O.O",
  "symbols": ["O", "O", "O", "O", "O", "O", "N", "C", "C", "C", "C", "C", "C", "H", "H", "H", "H", "H", "H", "H", "H", "H", "H", "H", "H", "H", "H", "H", "H", "H", "H", "H"],
  "xyz": [[1.32511, 2.68813, -0.00003], [-1.31109, -1.41970, 3.29602], [-0.70213, 1.73501, -1.91248], [1.50792, -3.74613, 0.92624], [1.80769, 1.76998, -3.03877], [-1.72581, 3.83674, -0.68001], [-2.25985, -0.24227, 0.60644], [1.34416, -1.17311, -0.40214], [-0.12292, -1.18069, -0.01142], [1.84513, -2.75906, 1.52036], [-3.11640, -0.47260, -0.27991], [-0.90409, -0.13946, 0.23107], [2.24986, -1.50148, 0.76901], [-0.63628, -0.73392, 3.22271], [-2.33987, 3.13681, -0.90028], [-1.26844, 4.01806, -1.49870], [-0.82873, 0.81897, -2.19115], [-0.47412, 0.83685, 0.35593], [2.11919, 1.46446, -2.18035], [-4.18826, -0.48165, -0.07207], [1.95405, -2.65437, 2.60698], [1.00700, 2.33593, 0.83927], [-2.99553, -0.47218, -1.36926], [0.56192, 3.24418, -0.22400], [1.39249, -1.72781, -1.34107], [-0.48860, -2.20627, 0.01531], [3.26327, -1.54518, 0.34805], [1.47882, -0.18647, -0.85640], [1.41548, 1.10954, -3.60830], [-1.63843, -1.38028, 2.38858], [0.22217, 1.86219, -2.20234], [2.42180, -0.64701, 1.43065]],
  "lowdin_charge": [-0.05, -0.07, -0.09, 0.07, -0.04, -0.06, 0.00, -0.20, -0.10, -0.25, -0.02, -0.20, -0.15, 0.03, 0.02, 0.03, 0.04, 0.09, 0.03, 0.07, 0.12, 0.04, 0.08, 0.02, 0.12, 0.12, 0.12, 0.08, 0.06, -0.01, -0.01, 0.11]
}

***

{
  "formula": "C5H9S",
  "method": "wB97M-V/def2-TZVPD",
  "gap_ev": 5.9,
  "energy_ev": -16165.2631,
  "de_lowest_kj_mol": 9.40,
  "lumo_ev": 3.8,
  "charge": -1,
  "symbols": ["S", "C", "C", "C", "C", "C", "H", "H", "H", "H", "H", "H", "H", "H", "H"],
  "xyz": [[0.94595, -1.64254, -1.73611], [0.78198, -3.13062, -0.69424], [0.09728, 0.98044, 0.21697], [-1.36690, 2.82734, -0.44795], [0.51630, 0.17139, 1.19656], [-0.75904, 2.12648, 0.52174], [0.21801, 0.41212, 2.21306], [1.78462, -3.52755, -0.48026], [0.20284, -3.88449, -1.23837], [0.38081, 0.83356, -0.81690], [-0.83520, 2.44981, 1.55701], [-1.38793, 2.46555, -1.46327], [0.27862, -3.02941, 0.27402], [1.07354, -0.72663, 0.96488], [-1.93088, 3.67456, -0.06712]],
  "lowdin_charge": [0.06, -0.74, -0.24, -0.02, -0.02, -0.22, 0.04, -0.02, -0.03, 0.03, 0.09, 0.05, -0.02, 0.01, 0.03]
}

***

{
  "formula": "C5H7NS2",
  "method": "wB97M-V/def2-TZVPD",
  "gap_ev": 8.0,
  "energy_ev": -28456.6628,
  "de_lowest_kj_mol": 212.66,
  "lumo_ev": -1.0,
  "charge": 0,
  "smiles": "S=CC1(C=S)CNC1",
  "symbols": ["S", "S", "N", "C", "C", "C", "C", "C", "H", "H", "H", "H", "H", "H", "H"],
  "xyz": [[2.39035, -1.73102, -0.00071], [-2.51054, -1.55282, 0.02874], [0.36832, 1.75240, 0.06315], [-0.00284, -0.31641, 0.04062], [0.50084, 0.73096, -0.98604], [1.09668, -1.11855, 0.71588], [-0.49663, 0.87676, 0.88446], [-0.99305, -1.32371, -0.48663], [1.50322, 0.59543, -1.37970], [-0.25281, 0.83507, 1.95274], [-0.59592, -1.94784, -1.30299], [-0.23978, 0.86232, -1.82067], [0.87642, -1.31684, 1.76297], [-0.08020, 2.61536, -0.22643], [-1.56407, 1.03887, 0.75461]],
  "lowdin_charge": [0.75, 0.72, -0.03, -0.58, -0.16, -0.60, -0.16, -0.61, 0.08, 0.11, 0.07, 0.13, 0.07, 0.10, 0.09]
}

***

{
  "formula": "C2Cl4F2",
  "method": "wB97M-V/def2-TZVPD",
  "gap_ev": 11.7,
  "energy_ev": -57597.4890,
  "de_lowest_kj_mol": 97.68,
  "lumo_ev": 0.5,
  "charge": 0,
  "smiles": "FC(F)(Cl)C(Cl)(Cl)Cl",
  "symbols": ["Cl", "Cl", "Cl", "Cl", "F", "F", "C", "C"],
  "xyz": [[2.02342, -0.56281, -0.57994], [0.50271, -0.07937, 1.70772], [0.36769, 1.95341, -0.37064], [-2.24499, 0.17467, 0.13157], [-0.34788, -1.83582, 0.22824], [-0.80174, -0.75612, -1.62691], [0.58945, 0.24887, -0.01341], [-0.70338, -0.57103, -0.40654]],
  "lowdin_charge": [0.68, 0.66, 0.64, 0.70, -0.13, 0.12, -1.58, -1.08]
}

***

{
  "formula": "C3H10NO",
  "method": "wB97M-V/def2-TZVPD",
  "gap_ev": 11.3,
  "energy_ev": -6802.2163,
  "de_lowest_kj_mol": 202.08,
  "lumo_ev": -3.2,
  "charge": 1,
  "symbols": ["O", "N", "C", "C", "C", "H", "H", "H", "H", "H", "H", "H", "H", "H", "H"],
  "xyz": [[-1.45167, -1.89668, -1.07655], [0.76824, -0.73238, -0.32791], [-0.89411, 1.06414, 0.56501], [1.64358, 1.54207, 0.76587], [0.53165, 0.85509, 0.40682], [2.72082, 1.42306, 0.73527], [1.15797, 2.43211, 1.04971], [-1.42349, -2.84663, -1.24656], [-1.43519, 0.35265, -0.00495], [1.20893, -0.82817, -1.14812], [-1.15949, 2.09461, 0.32758], [1.29761, -1.27758, 0.36540], [-0.07501, -1.27695, -0.39100], [-1.39292, 1.16865, 1.59158], [-2.35025, -1.70945, -0.79741]],
  "lowdin_charge": [-0.03, 0.23, -0.06, 0.12, -0.18, 0.09, 0.07, 0.09, 0.05, 0.09, 0.10, 0.16, 0.04, 0.14, 0.08]
}

***

{
  "formula": "C4H6N2O",
  "method": "wB97M-V/def2-TZVPD",
  "gap_ev": [7.3, 7.3],
  "energy_ev": -9269.4623,
  "de_lowest_kj_mol": 389.76,
  "lumo_ev": [0.5, 0.5],
  "charge": 0,
  "symbols": ["O", "N", "N", "C", "C", "C", "C", "H", "H", "H", "H", "H", "H"],
  "xyz": [[1.32615, 0.61119, -0.92178], [-1.58706, -0.20204, 0.64631], [-0.96350, 1.04387, -1.12446], [-1.92033, 0.70919, -0.30121], [0.10842, 0.31933, -0.68099], [-0.19887, -0.53708, 0.47932], [2.29361, -0.01004, -0.12181], [-2.91708, 1.13608, -0.33985], [0.59645, -0.16335, 1.21484], [-2.20211, -0.56343, 1.35436], [2.21679, -1.09934, -0.17183], [3.26156, 0.37154, -0.43166], [-0.01404, -1.61592, 0.39875]],
  "lowdin_charge": [-0.02, 0.04, 0.14, -0.17, -0.37, -0.13, -0.09, 0.13, 0.13, 0.14, 0.04, 0.03, 0.14]
}

***

{
  "formula": "CH3N3S",
  "method": "wB97M-V/def2-TZVPD",
  "gap_ev": [7.6, 8.3],
  "energy_ev": -16386.5600,
  "de_lowest_kj_mol": 262.37,
  "lumo_ev": [-0.2, -0.3],
  "charge": 0,
  "smiles": "C1N=NSN1",
  "symbols": ["S", "N", "N", "N", "C", "H", "H", "H"],
  "xyz": [[1.67137, -0.76583, -0.11349], [1.75835, 0.77415, -0.10786], [0.30890, 1.47439, -0.07199], [-0.06217, -0.92715, -0.05541], [-0.63992, 0.36720, 0.07629], [-1.57515, 0.40350, -0.45798], [-0.56651, -1.71278, -0.41560], [-0.89487, 0.38652, 1.14605]],
  "lowdin_charge": [0.87, -0.43, 0.02, -0.33, -0.41, 0.10, 0.07, 0.10]
}

***

{
  "formula": "C34H36MoN6OPSi",
  "method": "wB97M-V/def2-TZVPD",
  "multiplicity": 3,
  "gap_ev": [5.6, 6.5],
  "energy_ev": -65823.4296,
  "de_lowest_kj_mol": 266.04,
  "lumo_ev": [-10.6, -10.4],
  "charge": 3,
  "symbols": ["Mo", "P", "Si", "O", "N", "N", "N", "N", "N", "N", "C", "C", "C", "C", "C", "C", "C", "C", "C", "C", "C", "C", "C", "C", "C", "C", "C", "C", "C", "C", "C", "C", "C", "C", "C", "C", "C", "C", "C", "C", "C", "C", "C", "C", "H", "H", "H", "H", "H", "H", "H", "H", "H", "H", "H", "H", "H", "H", "H", "H", "H", "H", "H", "H", "H", "H", "H", "H", "H", "H", "H", "H", "H", "H", "H", "H", "H", "H", "H", "H"],
  "xyz": [[-0.75714, -0.79740, 0.90938], [-0.00623, -0.18935, -1.41175], [-3.56009, -0.40607, 1.84325], [0.45287, 1.07130, 1.48977], [-1.98026, 0.49858, 1.53883], [1.07782, -1.53917, 1.00178], [3.35165, -3.14744, 2.25458], [0.14819, -2.48878, 1.42506], [1.58117, -4.41118, 1.12593], [2.83902, -3.64475, 1.00739], [-0.90770, 2.43005, -1.42470], [-0.78352, 4.12793, 3.15366], [-3.12590, -1.86148, 0.66771], [4.12410, 0.92559, 1.69356], [2.15724, 2.34125, 0.31405], [-1.67791, 1.75147, 2.08133], [4.48339, 1.88588, 0.75626], [-0.05756, -2.29790, -3.27576], [-0.33339, 2.08449, 2.05520], [2.78269, 0.66930, 1.95201], [-0.77859, -1.34370, -2.56058], [-5.00428, 0.52913, 1.22404], [0.39195, 1.70834, -3.34079], [-2.15375, -1.18994, -2.77700], [0.45687, -3.81787, 1.34700], [2.87982, -0.32551, -1.72014], [-2.07926, -2.94835, -4.40847], [3.49996, 2.59987, 0.07715], [-2.59861, 2.63277, 2.65912], [-0.17548, 1.44898, -2.09134], [-2.80020, -1.99127, -3.70134], [-0.45891, 3.95506, -3.22644], [4.08169, -1.01761, -1.41727], [2.92776, -2.58403, -0.04105], [-3.48833, -0.99706, 3.57281], [-1.04881, 3.68638, -1.99726], [4.09073, -2.14992, -0.54840], [-2.14615, 3.82648, 3.17986], [1.64243, -1.95086, -0.31950], [1.69623, -0.76384, -1.21783], [0.14358, 3.25249, 2.59544], [-0.71496, -3.09818, -4.19996], [0.25434, 2.96821, -3.89822], [1.83595, 1.37425, 1.24342], [5.03429, -2.62178, -0.29338], [-1.37200, 2.21744, -0.47086], [-3.64528, -1.77437, -0.28675], [3.77632, 3.37134, -0.63122], [-2.50107, -1.40664, 3.79428], [-2.84828, 4.52262, 3.61798], [0.91785, 0.93160, -3.88536], [-2.07251, -2.00206, 0.34458], [-0.56569, 4.93629, -3.67177], [2.91874, 0.55556, -2.35015], [1.38333, 2.89624, -0.20281], [5.52956, 2.09861, 0.57437], [3.48542, -4.38781, 0.74054], [-1.61946, 4.45285, -1.48883], [-4.22764, -1.78931, 3.72823], [-3.37042, -2.82396, 1.11733], [2.48021, -0.04023, 2.71111], [-4.71910, 1.27139, 0.47624], [-3.65367, 2.38845, 2.68923], [-3.85971, -1.86311, -3.88667], [1.01236, -2.40596, -3.14062], [-0.15725, -3.83131, -4.76810], [-0.43219, 5.05698, 3.58470], [0.95647, -2.68768, -0.76342], [1.19989, 3.48262, 2.60185], [2.67697, -2.47040, 2.59876], [-3.70232, -0.20982, 4.29975], [0.69230, 3.17740, -4.86621], [5.01672, -0.67795, -1.84092], [-2.70625, -0.41626, -2.25123], [-0.36483, -4.50508, 1.51709], [3.41351, -3.94279, 2.88794], [4.88638, 0.38978, 2.24600], [-2.58379, -3.57255, -5.13513], [-5.72023, -0.16161, 0.76894], [-5.52108, 1.03533, 2.04371]],
  "lowdin_charge": [1.56, 1.08, 0.50, -0.14, -0.20, -0.19, 0.17, -0.18, 0.15, -0.09, -0.10, 0.00, -0.14, -0.04, -0.02, -0.28, -0.04, -0.07, -0.20, -0.02, -0.36, -0.14, -0.07, -0.10, -0.19, -0.03, -0.02, -0.03, 0.01, -0.37, -0.04, -0.02, 0.03, -0.12, -0.14, -0.04, 0.03, -0.02, -0.34, -0.29, 0.04, -0.03, -0.03, -0.27, 0.15, 0.08, 0.06, 0.13, 0.04, 0.13, 0.12, -0.05, 0.13, 0.12, 0.12, 0.13, 0.19, 0.12, 0.06, 0.08, 0.11, 0.06, 0.11, 0.12, 0.11, 0.13, 0.13, 0.14, 0.14, 0.09, 0.06, 0.13, 0.13, 0.11, 0.14, 0.13, 0.12, 0.13, 0.06, 0.06]
}